# 1
Formula: C5H14NO2
Source: the OMol25 dataset
Level of theory: wB97M-V/def2-TZVPD

Summary:
Lowest unoccupied orbital energy in eV: 4.12
E_HOMO in eV: -3.4
Net charge: -1

The geometry in XYZ format:
```
22
Properties=species:S:1:pos:R:3:forces:R:3
C -1.497 -1.290 -0.918 1.951 -0.167 2.899
N -0.202 -0.708 -1.279 2.477 -0.246 0.825
C -0.200 0.811 -1.273 -0.519 -1.028 4.031
C 1.168 1.423 -1.037 0.999 -1.543 1.960
C 1.382 1.521 0.715 1.179 -0.321 -3.291
O 0.775 0.561 1.353 -0.551 -1.926 0.858
C -1.878 -0.821 0.520 1.178 0.814 0.197
H -2.216 -0.948 -1.573 -1.675 0.481 -1.813
H -1.416 -2.428 -0.929 -0.175 1.458 -0.091
H 0.533 -1.063 -0.503 -2.202 1.380 -2.235
H -0.630 1.269 -2.137 -0.867 -0.251 -0.680
H -0.791 1.034 -0.219 1.135 0.309 -2.969
H 2.003 0.837 -1.550 -0.966 0.432 0.825
H 1.260 2.421 -1.396 -0.208 1.009 -0.482
H 2.507 1.424 0.740 -0.464 0.902 0.464
H 0.923 2.480 0.996 0.662 0.597 -0.219
H -2.086 0.246 0.761 0.952 -0.200 -1.017
H -2.814 -1.104 0.841 -2.252 -2.038 0.677
H -1.086 -1.107 1.223 -0.343 -0.069 -0.132
H 1.372 -0.752 1.433 -0.305 -1.184 1.294
H 1.306 -1.983 2.489 -4.642 -2.165 11.984
O 1.586 -1.822 1.743 4.635 3.755 -13.085
```
Forces are in eV/Å.

=====

# 2
Formula: C5H14NO2
Source: the OMol25 dataset
Level of theory: wB97M-V/def2-TZVPD

Summary:
Lowest unoccupied orbital energy in eV: 4.04
E_HOMO in eV: -3.5
Net charge: -1

The geometry in XYZ format:
```
22
Properties=species:S:1:pos:R:3:forces:R:3
C -1.326 -0.973 -0.227 -0.266 -0.438 -1.910
N -0.530 -0.130 -1.146 -0.111 0.084 1.324
C -0.442 1.290 -0.736 1.662 -0.473 -0.310
C 0.008 1.822 0.695 -2.042 -0.267 0.390
C 0.674 0.946 1.761 0.403 -0.934 0.546
O 1.842 0.385 1.313 0.068 0.410 -0.052
C -1.240 -2.460 -0.682 0.861 1.561 0.539
H -1.040 -0.844 0.795 0.157 -0.058 0.723
H -2.400 -0.731 -0.353 0.355 0.417 0.302
H 0.450 -0.430 -1.155 -0.172 -0.333 0.102
H 0.445 1.607 -1.280 -0.450 0.341 -0.934
H -1.363 1.749 -1.112 0.261 0.464 0.383
H 0.712 2.652 0.589 -0.099 -0.041 -0.468
H -0.937 2.262 1.055 0.290 0.083 0.636
H 0.835 1.575 2.679 0.080 0.304 -0.489
H 0.065 0.130 2.239 -0.533 0.397 -0.687
H -1.737 -2.525 -1.650 -0.542 -0.523 0.344
H -0.192 -2.646 -0.927 0.086 -0.357 0.403
H -1.575 -3.058 0.182 -0.108 -0.312 -0.919
H 2.139 0.270 0.050 0.671 -1.166 0.794
H 3.069 -0.835 -1.148 -0.273 0.185 0.871
O 2.543 -0.056 -0.943 -0.299 0.656 -1.586
```
Forces are in eV/Å.

=====

# 3
Formula: C5H14NO2
Source: the OMol25 dataset
Level of theory: wB97M-V/def2-TZVPD

Summary:
Lowest unoccupied orbital energy in eV: 3.74
E_HOMO in eV: -2.5
Net charge: -1

The geometry in XYZ format:
```
22
Properties=species:S:1:pos:R:3:forces:R:3
C 1.758 0.049 1.028 -1.157 -1.384 -0.306
O 2.601 -0.186 0.045 -0.047 0.230 0.108
C 0.210 -0.727 0.906 2.933 2.740 0.661
C 0.041 -0.955 -0.542 0.045 -1.688 -1.340
C 0.042 0.341 -1.375 -0.865 0.541 -1.188
C -1.186 -1.930 -0.790 -0.434 1.973 -0.154
N -0.803 0.158 1.503 -0.777 0.040 -0.622
H 2.062 -0.383 2.007 0.290 0.400 0.421
H 1.395 1.088 1.194 0.297 0.558 -0.015
H 0.448 -1.541 1.559 -0.677 -1.145 -0.085
H 0.951 -1.453 -0.949 -0.366 0.173 0.893
H -0.966 0.734 -1.647 0.350 -0.616 0.409
H 0.651 1.197 -1.076 -0.070 -0.427 0.824
H 0.457 0.159 -2.361 0.159 -0.512 -0.296
H -1.597 -2.166 0.196 0.159 -0.635 -0.288
H -1.035 -2.784 -1.454 0.272 -0.068 0.327
H -1.988 -1.329 -1.255 0.047 -0.238 -0.062
H -1.336 0.478 0.695 -0.343 -0.300 0.239
H -0.388 1.047 1.792 0.520 -0.308 0.264
H -1.697 2.120 -1.296 0.437 -1.158 0.328
H -1.968 2.183 0.357 0.425 -0.695 -0.937
O -1.956 2.586 -0.517 -1.198 2.518 0.819
```
Forces are in eV/Å.

=====

# 4
Formula: C5H14NO2
Source: the OMol25 dataset
Level of theory: wB97M-V/def2-TZVPD

Summary:
Lowest unoccupied orbital energy in eV: -3.03
E_HOMO in eV: -14.1
Net charge: +1

The geometry in XYZ format:
```
22
Properties=species:S:1:pos:R:3:forces:R:3
C 1.657 -2.200 -0.048 0.323 -0.113 0.631
C 0.522 -1.246 -0.333 0.139 1.662 1.146
C -0.507 -1.194 0.837 -0.919 0.348 -1.109
C -1.465 0.065 0.834 0.537 -0.690 0.765
C -2.010 0.300 -0.538 1.113 0.889 0.825
O -1.338 0.916 -1.345 -0.691 -0.341 -0.215
N 1.111 0.174 -0.324 0.692 0.569 -3.233
H 1.786 -2.358 1.039 -0.419 -0.334 -0.535
H 2.647 -1.852 -0.335 -0.068 0.261 -0.555
H 1.465 -3.100 -0.601 0.103 -0.727 0.213
H 0.051 -1.387 -1.343 0.463 0.225 1.053
H -0.040 -1.149 1.827 0.229 -0.548 -0.351
H -1.175 -2.076 0.730 0.661 0.335 0.388
H -1.047 0.977 1.294 0.376 -0.312 -0.679
H -2.184 -0.247 1.572 -0.904 0.046 -0.072
H -2.988 -0.113 -0.723 -0.657 -0.154 -0.741
H 1.527 0.569 0.510 -0.589 -0.180 0.570
H 0.489 0.885 -0.782 -0.626 -0.604 1.274
H 1.866 0.308 -1.023 0.112 -0.929 0.397
H 0.717 3.293 0.155 0.226 0.014 0.263
H 1.873 2.917 1.137 -0.118 0.393 -0.044
O 1.144 2.559 0.620 0.015 0.192 0.010
```
Forces are in eV/Å.

=====

# 5
Formula: C5H14NO2
Source: the OMol25 dataset
Level of theory: wB97M-V/def2-TZVPD

Summary:
Lowest unoccupied orbital energy in eV: -7.94
E_HOMO in eV: -13.0
Net charge: +1

The geometry in XYZ format:
```
22
Properties=species:S:1:pos:R:3:forces:R:3
C 0.324 -1.387 3.262 -1.137 0.377 -0.380
C 1.217 -0.233 2.775 1.658 0.469 -0.629
C 1.872 -0.564 1.456 0.281 0.162 -0.187
C 3.202 -0.789 1.148 -0.027 -0.995 1.275
C -0.402 0.050 0.526 4.972 0.056 -2.337
N 1.039 -0.437 0.408 -3.782 -0.274 0.576
H -0.721 -1.170 2.950 0.587 -0.042 0.229
H 0.542 -2.341 2.775 0.386 0.031 0.397
H 0.283 -1.467 4.347 0.332 -0.151 -0.112
H 0.592 0.601 2.388 -0.531 0.273 0.386
H 2.005 0.189 3.456 -0.977 -0.661 -0.247
H 4.044 -0.342 1.682 -0.462 -0.256 0.207
H 3.420 -1.653 0.514 0.184 0.760 -0.594
H -0.393 0.927 -0.139 -0.838 -0.514 0.106
H -1.044 -0.776 0.303 -1.200 -0.361 1.654
H 1.300 -0.759 -0.513 0.550 1.142 -0.329
H -3.343 1.550 -2.536 -0.289 0.189 0.357
H -3.368 2.073 -3.901 -0.160 0.437 -0.275
O -3.661 2.328 -3.011 0.486 -0.651 -0.137
H -2.843 1.589 -6.520 0.120 -0.030 0.081
H -1.566 1.203 -5.735 -0.057 0.071 -0.176
O -2.501 1.408 -5.638 -0.094 -0.032 0.134
```
Forces are in eV/Å.

=====

# 6
Formula: C5H14NO2
Source: the OMol25 dataset
Level of theory: wB97M-V/def2-TZVPD

Summary:
Lowest unoccupied orbital energy in eV: -2.92
E_HOMO in eV: -14.7
Net charge: +1

The geometry in XYZ format:
```
22
Properties=species:S:1:pos:R:3:forces:R:3
O 0.829 0.814 -0.488 4.481 4.894 -0.435
O 0.423 0.872 1.697 0.957 1.011 -0.296
C 1.065 1.321 0.578 0.594 1.250 2.534
C 2.039 2.451 0.806 0.218 0.115 -0.547
H 0.733 1.397 2.485 -0.443 -0.713 -0.973
H 2.836 2.143 1.503 -0.359 0.034 -0.201
H 1.523 3.330 1.228 0.105 -0.385 -0.104
H 2.503 2.742 -0.152 -0.254 -0.171 0.474
C -0.667 -1.257 -1.944 -0.197 -0.305 -0.313
C -1.907 -0.247 -0.077 -0.499 -0.138 0.102
C -0.110 -1.863 0.373 -0.139 -0.493 0.208
N -0.597 -0.788 -0.533 -3.931 -4.430 -0.185
H -0.991 -0.440 -2.610 0.148 -0.254 0.438
H -1.391 -2.085 -2.024 0.277 0.316 0.027
H 0.319 -1.618 -2.283 -0.372 0.212 0.309
H -2.667 -1.046 -0.103 0.283 0.318 -0.003
H -1.832 0.134 0.956 0.113 -0.257 -0.499
H -2.238 0.576 -0.732 0.288 -0.387 0.169
H -0.818 -2.709 0.360 0.288 0.312 -0.009
H 0.879 -2.228 0.047 -0.435 0.264 -0.014
H -0.025 -1.492 1.408 -0.126 -0.064 -0.577
H 0.095 -0.007 -0.495 -0.997 -1.129 -0.106
```
Forces are in eV/Å.

=====

# 7
Formula: C5H14NO3
Source: the OMol25 dataset
Level of theory: wB97M-V/def2-TZVPD

Summary:
Lowest unoccupied orbital energy (alpha / beta) in eV: 0.33 / 0.27
E_HOMO (alpha / beta) in eV: -3.4 / -7.4
Expectation value of S²: 0.7529
2S+1: 2

The geometry in XYZ format:
```
23
Properties=species:S:1:pos:R:3:forces:R:3
O 1.811 0.547 -0.561 -2.233 1.046 -5.059
C 2.370 0.350 0.508 0.165 -2.305 6.754
C 1.317 -0.016 1.679 1.633 -0.470 -1.241
C 0.232 -1.017 1.202 -0.811 -1.632 0.547
C -0.976 -0.187 0.901 -2.552 -0.708 -0.359
C -1.832 0.346 1.795 0.036 1.043 -0.079
N -1.178 -0.001 -0.638 5.529 -2.092 3.908
H 3.398 0.334 0.874 0.300 0.253 -0.987
H 0.802 0.930 1.725 -0.337 0.399 0.841
H 1.611 -0.390 2.688 0.493 0.754 -0.748
H 0.407 -1.826 0.458 0.628 1.443 -0.691
H 0.040 -1.808 1.977 -0.435 1.380 0.261
H -2.652 1.122 1.545 1.419 -1.623 0.273
H -1.610 0.192 2.900 -0.356 0.167 -1.679
H -0.075 0.255 -0.825 -1.687 -0.499 -0.266
H -1.744 0.690 -0.936 -2.126 3.173 -0.870
H -1.460 -0.860 -1.053 0.281 -1.077 -0.466
H 0.226 -2.759 -2.878 1.576 -6.529 -2.842
H 0.805 -1.339 -2.819 -1.027 -1.332 0.503
O 0.079 -1.973 -2.560 -0.595 7.922 2.504
H -1.047 3.028 -1.809 0.052 -0.865 -0.067
H 0.220 2.281 -2.245 -2.173 -0.876 0.974
O -0.743 2.100 -1.927 2.222 2.429 -1.208
```
Forces are in eV/Å.

=====

# 8
Formula: C5H14NO3P
Source: the OMol25 dataset
Level of theory: wB97M-V/def2-TZVPD

Summary:
Lowest unoccupied orbital energy in eV: 0.87
E_HOMO in eV: -8.2

The geometry in XYZ format:
```
24
Properties=species:S:1:pos:R:3:forces:R:3
H -4.347 -2.074 -0.532 0.060 -0.197 -0.097
N -3.460 -1.665 -0.249 0.025 -0.521 -0.366
C -3.691 -0.615 0.399 -0.389 0.277 0.126
C -2.617 0.221 0.996 0.539 -0.343 -0.587
P -1.335 0.713 -0.243 -0.220 0.857 -0.422
O 0.002 0.604 0.724 -0.111 -0.203 -0.333
C 1.220 0.467 0.005 0.042 -0.606 0.581
C 1.777 -0.985 0.074 -0.140 0.373 0.443
C 3.269 -0.949 0.322 -0.093 -0.094 -0.448
O 1.142 -1.744 1.086 0.126 -0.063 0.222
H -4.709 -0.281 0.568 -0.322 0.199 0.096
H -3.031 1.136 1.383 -0.096 0.247 0.416
H -2.125 -0.363 1.763 0.182 -0.003 0.352
H -1.256 -0.449 -1.059 0.055 -0.293 0.532
H 1.931 1.110 0.505 0.265 0.381 0.070
H 1.116 0.779 -1.029 0.034 0.205 -0.290
H 1.588 -1.524 -0.843 -0.248 -0.056 -0.315
H 3.763 -0.181 -0.261 0.126 0.207 -0.228
H 3.476 -0.758 1.365 0.055 0.135 0.391
H 3.684 -1.905 0.050 0.357 -0.370 0.037
H 1.482 -1.428 1.936 -0.262 -0.100 -0.189
O 0.921 2.987 -2.435 0.051 0.116 0.013
H 0.258 3.467 -2.942 0.003 -0.089 0.021
H 0.941 3.436 -1.583 -0.036 -0.060 -0.025
```
Forces are in eV/Å.

=====

# 9
Formula: C5H14NO5
Source: the OMol25 dataset
Level of theory: wB97M-V/def2-TZVPD

Summary:
Lowest unoccupied orbital energy in eV: 3.45
E_HOMO in eV: -4.8
Net charge: -1

The geometry in XYZ format:
```
25
Properties=species:S:1:pos:R:3:forces:R:3
O 0.799 2.683 0.610 -0.522 -1.167 -0.217
C 0.813 1.965 -0.459 0.142 0.893 1.539
O 1.551 2.260 -1.408 0.042 -0.506 -0.622
C -0.111 0.683 -0.492 -0.833 4.274 -0.902
C 0.772 -0.515 -0.449 0.629 -1.966 -1.427
C 0.054 -1.550 0.384 -0.091 -1.196 0.281
C -0.971 -2.348 -0.077 2.742 1.383 1.260
N 0.495 -1.522 1.706 -0.743 -1.025 -1.828
H -0.840 0.824 0.358 1.032 -0.661 -0.726
H -0.724 0.996 -1.414 0.651 -1.549 0.966
H 1.721 -0.248 -0.019 0.229 0.230 0.964
H 1.215 -0.919 -1.417 -1.512 0.496 0.600
H -1.155 -2.516 -1.086 -0.186 0.215 -1.749
H -1.533 -2.943 0.573 -0.636 -0.898 1.108
H -0.104 -1.914 2.392 -0.224 -0.223 0.594
H 1.179 -0.857 1.988 -0.105 0.881 0.282
H 1.302 1.414 3.434 -0.292 0.225 -1.131
H 0.797 1.786 1.741 0.946 -0.533 1.609
O 1.094 1.048 2.553 -0.372 0.803 -0.473
H -2.597 -0.825 1.096 1.100 -0.525 0.542
H -2.525 -0.848 -0.494 -0.315 0.184 1.874
O -3.043 -0.579 0.310 -1.475 0.758 -2.239
H 1.310 1.550 -2.883 -1.836 -0.641 -1.168
H -0.200 1.210 -3.294 0.669 0.073 -0.113
O 0.701 1.167 -3.654 0.959 0.477 0.975
```
Forces are in eV/Å.

=====

# 10
Formula: C5H14NOS
Source: the OMol25 dataset
Level of theory: wB97M-V/def2-TZVPD

Summary:
Lowest unoccupied orbital energy in eV: 3.29
E_HOMO in eV: -2.5
Net charge: -1

The geometry in XYZ format:
```
22
Properties=species:S:1:pos:R:3:forces:R:3
C 1.053 -0.893 -0.299 2.717 0.432 -0.657
C 0.880 -0.853 -1.804 -4.149 -1.406 -0.019
S 0.843 -2.655 -2.423 -0.693 0.805 0.393
C 1.340 0.426 0.404 -2.013 -1.151 1.115
N 0.042 1.156 0.447 0.559 -0.026 1.641
C -1.093 0.354 1.010 -0.169 0.284 -1.139
C 0.090 2.479 1.081 -3.428 -1.429 -0.001
H 1.877 -1.602 0.016 -1.062 0.421 -0.643
H 0.114 -1.220 0.052 -0.585 -1.023 0.609
H -0.077 -0.184 -2.095 1.146 -1.756 0.990
H 1.456 -0.475 -2.548 3.183 1.646 -1.011
H 2.027 1.009 -0.130 1.120 0.960 -0.738
H 1.802 0.115 1.397 -0.682 0.894 -0.426
H -1.555 -0.028 0.076 0.071 -0.513 0.937
H -1.840 1.065 1.372 0.160 -0.086 0.298
H -0.940 -0.460 1.795 0.251 1.063 -1.079
H 0.576 3.179 0.482 1.586 1.052 -0.685
H -0.999 2.843 1.026 1.442 -0.263 0.358
H 0.355 2.427 2.133 0.498 0.377 0.302
H -1.352 -2.651 -0.964 2.116 0.267 -1.388
H -2.430 -1.549 -0.485 0.853 -0.755 -0.482
O -2.168 -2.482 -0.545 -2.921 0.209 1.626
```
Forces are in eV/Å.

=====

no.,F_max (eV/Å)
1,14.4
2,2.1
3,4.1
4,3.4
5,5.5
6,6.6
7,8.3
8,1.0
9,4.4
10,4.4